A structure of composition C12H14IrN2P. Source: OMol25; level of theory: ωB97M-V/def2-TZVPD.

Values from the calculation:
Frontier orbital gap (alpha / beta) in eV: 4.8529 / 5.3179
Net charge: +1
Spin multiplicity: 6
E in eV: -27765.01235

```
30
C12H14IrN2P | OMol25 | ωB97M-V/def2-TZVPD
C 0.8128 0.2633 -1.2961
C 1.9449 1.1851 -1.1352
C 1.4734 2.5010 -0.9987
C 0.0574 2.5270 -1.1060
C -0.4689 1.1700 -1.3134
Ir -0.4835 -0.3754 0.1255
P 0.2157 -2.4602 -0.0072
H 0.8451 -0.6139 -1.9475
H 2.9650 0.8189 -1.1640
H 2.0991 3.3647 -0.8101
H -1.3278 0.9530 -1.9740
H -0.5955 3.3967 -1.0611
H 0.8387 -2.8589 1.2331
H 1.3148 -2.6274 -0.9097
H -0.6325 -3.5760 -0.3373
N -1.2146 1.7546 3.5970
C -0.8540 1.6468 2.2930
N -1.0038 0.3651 1.9043
C -1.4445 -0.3879 3.0004
C -1.6507 -1.7505 3.0901
C -2.0956 -2.2334 4.3230
C -2.3292 -1.3610 5.3984
C -2.0761 0.0174 5.2889
C -1.6078 0.4899 4.0748
H -1.1615 2.6081 4.1406
H -0.4618 2.4654 1.6819
H -1.4407 -2.3727 2.2201
H -2.2717 -3.2964 4.4541
H -2.7200 -1.7696 6.3303
H -2.2450 0.7295 6.0936
```

Results of the Mulliken charge analysis, in e, for atoms 1 through 2:
1. C -0.479
2. C -0.690